No. 1
The following is a DFT calculation (ωB97M-V/def2-TZVPD) of the molecule C3H7OPS3 in a non-equilibrium geometry.

The geometry in ORCA input format:
```
! RIJCOSX wB97M-V def2-TZVPD def2/J DEFGRID3
* xyz 0 1
C -1.87982 -2.56599 0.89318
S -1.78678 -0.93762 -0.05170
P 0.26559 -1.02489 -0.42198
S 0.97055 0.54197 1.20216
S 2.92846 0.34971 1.22410
C 0.57816 1.97861 0.09981
C 1.01331 1.50608 -1.27015
O 0.35599 0.24053 -1.50428
H -2.57669 -3.10831 0.32146
H -2.24557 -2.19632 1.81611
H -1.00682 -3.09909 0.76694
H 1.18332 2.78348 0.35503
H -0.53474 1.97488 -0.05733
H 0.57735 1.95367 -2.20280
H 2.15771 1.60331 -1.17056
*
```

Results
structure (SMILES): CSP1#S(=S)CCO1
HOMO: -7.767 eV
lowest unoccupied orbital energy: -0.0828 eV
energy: -1729.6238 a.u.
frontier orbital gap: 7.68 eV

=====

No. 2
The following is a DFT calculation (ωB97M-V/def2-TZVPD) of the molecule C3H7PS2 in a non-equilibrium geometry.

The geometry in ORCA input format:
```
! RIJCOSX wB97M-V def2-TZVPD def2/J DEFGRID3
* xyz 0 1
C -1.73804 -1.01757 -1.21723
C -0.69431 -0.33747 -0.38282
C -0.99663 0.36194 0.71498
S 0.16672 1.12817 1.75701
P 2.07126 0.08835 1.27173
S 2.84312 0.88875 -0.49700
H -1.76745 -2.11812 -0.95867
H -1.53981 -0.79691 -2.32466
H -2.84467 -0.91963 -1.06494
H 0.26727 -0.77209 -0.38029
H -1.96194 0.58622 1.02001
H 2.95695 0.82497 2.11481
H 3.23752 2.08337 -0.05294
*
```

Results
structure (SMILES): C/C=C/SPS
HOMO: -8.292 eV
lowest unoccupied orbital energy: 0.5680 eV
energy: -1256.1920 a.u.
frontier orbital gap: 8.86 eV